(1)
Below is a cluster of 9 separate species, C24H62FN5O17P3 in total, with properties calculated with wB97M-V/def2-TZVPD.

Structure (XYZ):
```
112
Properties=species:S:1:pos:R:3
P -3.52 -2.71 3.69
P 7.67 -0.77 -0.42
P -2.36 4.32 -5.31
F -0.31 -0.18 -0.04
O -1.52 4.99 -4.02
O 8.42 -0.95 1.04
O -4.63 -1.61 4.35
O -3.79 4.67 -5.51
O -5.21 0.14 -1.31
O 7.65 0.86 -0.51
O -0.15 2.05 5.46
O 8.22 -1.53 -1.63
O 1.53 -1.49 -4.82
O -4.36 -4.12 3.52
O 2.31 4.01 0.28
O -2.16 2.70 -4.96
O -2.21 -2.81 4.38
O 2.29 -4.16 1.54
O -3.40 -2.23 2.12
O -1.37 4.56 -6.59
O 6.10 -1.08 -0.03
N -1.09 0.05 5.48
N 1.20 -2.16 1.42
N 0.56 2.57 0.71
N -3.21 0.23 -0.33
N 0.46 -0.48 -3.13
C 0.79 -3.78 -0.37
C -0.76 1.18 4.90
C -0.52 3.52 0.58
C 2.76 1.67 0.36
C -5.91 -1.42 3.88
C 0.74 -1.48 -3.89
C 1.52 -3.36 0.93
C 1.06 0.84 -3.17
C -1.23 1.34 3.45
C 1.84 2.85 0.47
C -3.98 -0.07 -1.30
C 7.89 1.67 0.62
C -2.51 -2.90 1.21
C -3.38 -0.85 -2.46
C -1.99 4.85 -2.70
C 9.81 -1.16 1.17
C -1.84 4.19 -7.90
C -0.12 -2.69 -3.55
C 5.09 -1.26 -1.02
C -3.58 1.05 0.82
C -0.82 -0.39 6.82
C -3.01 1.70 -5.27
C -4.33 -4.97 4.60
C 1.62 -1.70 2.68
H -1.11 4.00 -8.68
H 0.62 -2.83 -0.88
H -2.21 0.06 -0.27
H -3.51 1.46 -4.33
H -4.18 -4.47 5.56
H 10.13 -0.20 1.58
H -6.18 -2.03 3.02
H -1.34 4.09 -2.26
H -2.30 1.51 3.39
H -4.23 -1.14 -3.07
H -5.32 -5.43 4.60
H -2.98 4.41 -2.62
H -0.16 -4.32 -0.37
H -1.55 -0.64 4.91
H 1.43 1.02 -2.16
H 0.60 -3.50 -3.40
H -0.85 -2.97 -4.31
H 0.34 1.61 0.93
H -0.96 3.93 1.49
H -2.86 -1.74 -2.09
H -2.56 4.94 -8.24
H -0.92 0.45 2.91
H 0.34 1.65 -3.25
H -4.54 1.54 0.66
H -2.74 1.71 1.02
H -3.78 2.00 -5.98
H -0.18 -0.62 -2.36
H 3.38 1.91 -0.50
H -2.72 -0.26 -3.09
H -0.34 -1.37 6.83
H -0.33 0.37 7.43
H -1.84 5.78 -2.15
H -3.11 -3.65 0.69
H 0.89 -1.04 3.14
H -3.67 0.33 1.63
H 5.52 -1.47 -2.00
H 1.93 1.03 -3.80
H -1.74 -0.69 7.33
H 2.28 0.71 0.19
H -0.70 -2.38 -2.68
H 4.30 -0.52 -0.98
H -0.21 4.38 -0.03
H 10.15 -1.90 1.89
H 3.25 1.69 1.34
H -2.59 0.72 -5.50
H 8.62 2.44 0.37
H 0.62 -1.57 0.83
H 1.71 -2.40 3.52
H 2.62 -1.27 2.67
H 4.56 -2.18 -0.78
H -0.86 2.26 3.01
H -6.68 -1.50 4.64
H -5.84 -0.41 3.46
H -2.09 -2.16 0.52
H 1.39 -4.37 -1.06
H 7.95 1.26 1.63
H -3.57 -5.73 4.42
H -1.64 -3.27 1.75
H 10.34 -1.43 0.25
H -1.23 2.98 -0.04
H 6.94 2.17 0.79
H -2.55 3.37 -7.78
```

gap between HOMO and LUMO	9.17	eV
largest force on an atom	4.95	eV/Å
charge	-1

---

(2)
Below is a structure of composition C25H48ErP2, with properties calculated with wB97M-V/def2-TZVPD.

Structure (XYZ):
```
76
Properties=species:S:1:pos:R:3
Er -0.63 0.39 -0.85
P 0.94 -4.17 0.44
P 2.62 3.03 2.03
C 0.83 -0.56 0.81
C -1.47 1.32 3.10
C -2.94 -0.54 0.22
C -0.49 1.74 -3.76
C 2.39 4.00 3.60
C -2.33 1.64 0.66
C -1.21 0.37 -4.02
C 0.07 -5.64 -0.19
C -2.03 0.85 1.81
C -1.38 -0.56 -2.82
C -2.44 -0.48 1.55
C -2.46 -1.61 2.50
C -3.62 1.29 -1.55
C -2.20 3.11 0.59
C 0.97 -1.29 -3.05
C 0.16 1.93 -2.39
C 1.38 -4.54 2.18
C 1.84 -0.06 -2.65
C -3.34 -1.80 -0.46
C 1.21 1.14 -1.93
C 4.43 2.79 2.27
C -2.99 0.80 -0.30
C -0.36 -1.35 -2.35
C 2.56 -4.27 -0.42
C 2.71 4.48 0.87
H 0.76 -6.39 -0.59
H 4.55 1.94 2.95
H 2.62 -0.46 -1.99
H 1.48 4.60 3.53
H -2.99 3.58 1.20
H -4.10 -1.63 -1.23
H 1.74 4.99 0.88
H 0.26 1.88 -4.56
H -1.23 3.46 0.99
H 0.82 -1.31 -4.15
H -3.74 -2.52 0.26
H 2.32 -5.10 2.28
H -1.25 2.54 -3.93
H -0.56 -6.06 0.61
H -2.29 -1.29 3.54
H 3.15 -5.13 -0.08
H 1.51 -2.23 -2.85
H -2.21 0.58 -4.44
H -4.53 1.90 -1.38
H 1.72 1.40 -0.98
H -0.97 2.29 3.00
H -3.44 -2.12 2.48
H 1.67 -1.18 0.47
H 4.88 2.52 1.31
H -0.75 0.61 3.52
H -0.69 -0.15 -4.85
H -0.60 -5.30 -0.99
H -2.48 -2.29 -0.94
H 2.32 0.29 -3.58
H 2.89 4.08 -0.14
H -2.29 3.50 -0.43
H 2.25 3.26 4.40
H 1.48 -3.57 2.70
H 3.26 4.63 3.82
H 3.52 5.20 1.14
H -1.70 -2.36 2.26
H -2.94 1.94 -2.12
H 0.33 -1.15 1.59
H -3.93 0.47 -2.21
H 2.38 -4.32 -1.50
H -2.41 -0.84 -2.59
H -0.53 -2.21 -1.67
H 1.25 0.33 1.33
H 4.91 3.68 2.70
H 0.54 -5.07 2.66
H 3.11 -3.33 -0.24
H 0.00 2.92 -1.93
H -2.27 1.45 3.86
```

gap between HOMO and LUMO (spin up / spin down)	5.70 / 5.82	eV
largest force on an atom	10.04	eV/Å
spin multiplicity	4
charge	+1

---

(3)
Below is a structure of composition C15H17N3O3Sn, with properties calculated with wB97M-V/def2-TZVPD.

Structure (XYZ):
```
39
Properties=species:S:1:pos:R:3
Sn -0.91 -0.38 -1.59
O -1.28 1.21 0.13
O -0.64 -2.41 -0.69
O -1.74 1.56 2.34
N -2.92 -0.77 -0.02
N 1.15 0.22 -0.85
N -2.67 -0.20 1.24
C -1.00 -4.67 -1.31
C 3.66 0.27 0.31
C -0.85 4.86 0.04
C -0.53 -3.61 -0.37
C 0.51 4.94 -0.23
C 2.81 1.36 0.41
C -1.45 3.61 0.18
C -1.91 0.92 1.36
C 1.28 3.79 -0.33
C -0.67 2.49 0.05
C 3.25 -0.85 -0.40
C 0.05 -3.98 0.94
C 0.70 2.53 -0.18
C 1.56 1.33 -0.19
C 1.99 -0.83 -0.95
H 0.67 -4.87 0.86
H -3.30 -0.40 2.02
H -2.05 -4.49 -1.56
H 0.98 5.91 -0.36
H -0.79 -4.26 1.60
H 3.89 -1.71 -0.52
H -0.44 -4.59 -2.24
H -1.44 5.75 0.14
H 1.63 -1.69 -1.52
H -3.76 -0.38 -0.45
H 2.33 3.87 -0.55
H -0.89 -5.67 -0.90
H 3.11 2.24 0.96
H -2.51 3.53 0.38
H 4.63 0.30 0.79
H -3.06 -1.77 0.10
H 0.59 -3.15 1.39
```

gap between HOMO and LUMO	8.63	eV
energy above the lowest of the compared OMol25 structures with the same formula, charge and spin	0.0	kcal per mole
largest force on an atom	0.66	eV/Å
charge	+2

---

(4)
Below is an isolated molecule of C5H6N2S, with properties calculated with wB97M-V/def2-TZVPD.

Structure (XYZ):
```
14
Properties=species:S:1:pos:R:3
S -0.36 -0.93 1.29
N 1.38 2.14 -1.30
N 0.26 0.23 -1.04
C -0.35 -0.88 -0.73
C -1.07 -1.85 3.05
C 0.17 0.66 -2.40
C 0.84 1.78 -2.52
C 0.98 1.29 -0.44
H -1.89 -2.51 2.89
H -0.43 0.13 -3.18
H 0.92 2.32 -3.39
H -0.22 -2.50 3.48
H 1.07 1.18 0.61
H -1.31 -1.07 3.68
```

gap between HOMO and LUMO	7.90	eV
energy above the lowest of the compared OMol25 structures with the same formula, charge and spin	133.6	kcal per mole
largest force on an atom	4.22	eV/Å
charge	0

---

(5)
Below is an isolated molecule of C7H12OS2, with properties calculated with wB97M-V/def2-TZVPD.

Structure (XYZ):
```
22
Properties=species:S:1:pos:R:3
S -0.91 -1.34 0.90
S 1.03 -0.56 -1.08
O 1.86 0.61 -1.35
C -1.18 1.25 -0.80
C -0.06 2.29 1.08
C 2.19 -1.48 0.00
C -1.65 -2.11 -0.56
C -0.24 0.06 0.14
C -0.90 2.45 0.02
C 0.49 0.90 1.13
H -0.95 -2.77 -1.11
H -1.61 3.26 0.04
H -2.26 0.92 -0.83
H -2.43 -2.75 -0.26
H 1.82 -2.34 0.55
H 2.52 -0.88 0.75
H -2.00 -1.28 -1.19
H 0.15 2.91 1.96
H 1.56 1.02 0.98
H 2.98 -1.79 -0.65
H -0.68 1.11 -1.86
H 0.26 0.53 2.14
```

gap between HOMO and LUMO	8.94	eV
energy above the lowest of the compared OMol25 structures with the same formula, charge and spin	54.9	kcal per mole
largest force on an atom	3.98	eV/Å
charge	0

---

(6)
Below is a structure of composition C30H26BF2NO3P2PdS, with properties calculated with wB97M-V/def2-TZVPD.

Structure (XYZ):
```
67
Properties=species:S:1:pos:R:3
Pd 2.02 1.37 -0.75
S 3.10 3.24 0.38
P 0.46 -0.52 1.65
P -0.56 -1.04 -1.12
F 3.80 -1.12 -1.04
F 4.62 0.61 -2.19
O 1.65 0.34 1.36
O 0.15 0.24 -1.49
O 1.77 2.95 -2.27
N 2.53 4.02 -2.13
C -1.14 -3.22 -2.77
C 3.95 5.48 -0.93
C 3.34 6.00 -3.18
C -3.33 0.72 2.54
C -0.03 -2.54 3.58
C -5.03 -0.63 -0.28
C -4.31 0.36 -1.00
C -1.02 1.75 1.38
C -2.25 -0.92 -0.81
C 1.08 -2.32 -2.98
C -0.18 -2.30 -2.39
C 1.98 -1.60 5.25
C 4.03 6.32 -2.01
C 1.73 -0.97 4.04
C 0.41 -4.20 -4.33
C -2.16 2.53 1.47
C 2.61 4.84 -3.20
C 1.21 -2.70 5.63
C 3.20 4.29 -0.96
C 0.21 -1.78 0.38
C -4.34 -1.77 0.15
C -2.99 -1.93 -0.10
C -3.31 2.02 2.05
C 1.37 -3.27 -3.95
C 0.72 -1.43 3.20
C -1.04 0.44 1.86
C -0.84 -4.18 -3.74
C -2.98 0.23 -1.26
C -2.20 -0.07 2.45
C 0.21 -3.17 4.79
B 3.61 0.17 -1.41
H 2.35 -3.28 -4.42
H 2.33 -0.12 3.73
H 2.77 -1.24 5.90
H 2.04 4.48 -4.04
H -4.83 1.26 -1.35
H 0.64 -4.94 -5.08
H -4.24 0.31 2.96
H 1.82 -1.59 -2.70
H 1.20 -2.19 0.15
H 4.62 7.23 -1.95
H -2.13 -3.18 -2.33
H 3.36 6.62 -4.06
H -4.21 2.62 2.10
H -2.51 -2.84 0.24
H 1.40 -3.19 6.57
H -4.87 -2.55 0.69
H -0.39 -4.02 5.08
H 4.48 5.69 -0.01
H -2.15 3.54 1.08
H -0.82 -2.92 2.94
H -6.09 -0.51 -0.09
H -2.23 -1.08 2.83
H -0.44 -2.58 0.74
H -1.60 -4.90 -4.04
H -0.11 2.13 0.94
H -2.45 1.01 -1.80
```

gap between HOMO and LUMO (spin up / spin down)	3.94 / 7.71	eV
energy above the lowest of the compared OMol25 structures with the same formula, charge and spin	0.0	kcal per mole
largest force on an atom	0.17	eV/Å
spin multiplicity	4
charge	-1

---

no.,E_tot (Ha)
1,-3628.78853
2,-2678.74483
3,-1185.55412
4,-701.62605
5,-1145.43053
6,-2872.79585